Here is 8 unconnected molecules or ions with the total composition C32H96N12O12P4 from the OMol25 dataset. Energies are from the ωB97M-V functional and the def2-TZVPD basis.

Last column: Mulliken charge in e.
Positions of all 156 atoms, in Å:
C: 7.014 1.609 3.920  -0.950
N: 6.808 1.060 2.575  0.308
C: 7.935 1.225 1.664  -0.998
P: 6.077 -0.434 2.660  0.391
O: 6.950 -1.548 3.116  -0.872
N: 4.750 -0.179 3.702  0.588
C: 4.756 -0.605 5.083  -1.048
C: 3.750 0.823 3.328  -0.176
N: 5.673 -0.761 1.098  0.196
C: 5.075 0.252 0.212  -0.742
C: 5.108 -2.056 0.854  -0.944
H: 7.931 1.207 4.412  0.304
H: 6.153 1.617 4.630  0.217
H: 7.287 2.656 3.759  0.361
H: 8.276 2.291 1.749  0.402
H: 7.483 1.037 0.657  0.255
H: 8.733 0.480 1.876  0.306
H: 5.182 -1.606 5.246  0.255
H: 5.171 0.093 5.854  0.323
H: 3.696 -0.632 5.362  0.362
H: 2.670 0.597 3.679  0.116
H: 3.945 1.847 3.684  0.235
H: 3.779 0.855 2.233  -0.224
H: 5.206 -0.020 -0.860  0.484
H: 3.966 0.320 0.309  -0.453
H: 5.408 1.291 0.517  0.475
H: 5.319 -2.700 1.654  0.481
H: 5.404 -2.521 -0.101  0.280
H: 3.968 -1.948 0.942  0.082
C: -3.024 4.256 3.861  -1.009
N: -3.695 3.992 2.593  0.300
C: -4.608 2.852 2.697  -1.220
P: -2.989 4.501 1.141  0.319
O: -2.136 5.654 1.407  -0.946
N: -2.066 3.298 0.470  0.745
C: -0.700 3.157 0.891  -1.211
C: -2.720 2.071 0.033  0.132
N: -4.275 4.743 0.186  0.475
C: -3.877 5.001 -1.235  -0.807
C: -5.498 5.349 0.572  -1.065
H: -2.584 5.232 3.744  0.376
H: -2.213 3.579 4.128  0.250
H: -3.787 4.326 4.666  0.309
H: -5.270 2.733 1.906  0.363
H: -5.332 3.014 3.494  0.473
H: -4.069 1.898 2.869  0.333
H: -0.176 2.479 0.160  0.108
H: -0.227 4.116 0.914  0.596
H: -0.619 2.644 1.829  0.316
H: -3.668 1.904 0.557  0.071
H: -2.856 1.979 -1.048  0.168
H: -2.139 1.223 0.340  -0.281
H: -2.892 4.564 -1.376  -0.053
H: -4.546 4.511 -1.967  0.337
H: -3.875 6.071 -1.440  0.450
H: -5.474 5.649 1.655  0.361
H: -6.407 4.676 0.383  0.240
H: -5.615 6.286 0.033  0.357
C: 0.499 5.834 -3.834  -1.198
N: 0.434 4.358 -3.783  0.475
C: -0.905 3.862 -3.486  -1.324
P: 1.662 3.263 -3.556  0.297
O: 1.238 1.966 -4.070  -0.989
N: 2.944 3.960 -4.360  0.168
C: 2.807 4.179 -5.765  -1.082
C: 4.301 3.504 -4.032  -0.856
N: 2.008 3.267 -1.932  1.131
C: 2.450 4.487 -1.301  -1.228
C: 2.527 2.039 -1.377  -1.897
H: 1.529 6.241 -3.696  0.393
H: -0.106 6.234 -3.037  0.409
H: 0.049 6.286 -4.717  0.292
H: -1.026 2.877 -3.933  0.354
H: -1.744 4.499 -3.864  0.449
H: -1.029 3.772 -2.422  0.294
H: 3.575 4.917 -6.052  0.307
H: 3.025 3.239 -6.249  0.340
H: 1.810 4.514 -6.015  0.335
H: 4.934 4.280 -4.463  0.435
H: 4.401 3.474 -2.916  0.130
H: 4.533 2.475 -4.431  0.251
H: 3.472 4.731 -1.525  0.347
H: 2.003 5.379 -1.643  0.306
H: 2.258 4.390 -0.262  0.337
H: 3.343 1.645 -1.915  0.863
H: 1.746 1.296 -1.590  -0.001
H: 2.687 2.083 -0.303  0.623
C: -3.294 -3.800 0.828  -0.541
N: -3.685 -5.223 0.684  0.465
C: -4.868 -5.401 1.551  -1.088
P: -2.809 -6.314 -0.157  0.284
O: -3.627 -7.558 -0.429  -0.934
N: -2.353 -5.645 -1.624  0.726
C: -2.985 -6.131 -2.827  -1.326
C: -1.144 -4.871 -1.730  -1.100
N: -1.398 -6.483 0.645  0.431
C: -1.255 -6.391 2.154  -0.867
C: -0.418 -7.513 0.113  -1.185
H: -3.073 -3.374 1.797  0.201
H: -4.076 -3.133 0.431  0.127
H: -2.384 -3.586 0.200  -0.150
H: -4.679 -5.123 2.612  0.305
H: -5.128 -6.430 1.625  0.465
H: -5.730 -4.928 1.165  0.320
H: -3.585 -5.330 -3.234  0.301
H: -2.269 -6.535 -3.514  0.354
H: -3.606 -6.987 -2.606  0.401
H: -1.255 -4.032 -2.397  0.446
H: -0.857 -4.625 -0.694  0.286
H: -0.348 -5.421 -2.230  0.127
H: -0.223 -6.160 2.468  0.294
H: -1.882 -5.580 2.494  0.225
H: -1.483 -7.344 2.647  0.268
H: -0.645 -8.528 0.503  0.295
H: 0.558 -7.196 0.366  0.373
H: -0.590 -7.571 -0.949  0.354
O: 2.588 -1.564 -1.614  -0.362
C: 1.911 -2.001 -2.807  -0.045
C: 1.968 -3.471 -2.859  -0.252
O: 1.203 -3.842 -4.049  -0.578
H: 2.730 -0.613 -1.648  -0.020
H: 0.854 -1.760 -2.773  -0.270
H: 2.215 -1.478 -3.668  0.650
H: 1.462 -3.842 -1.963  0.109
H: 3.033 -3.873 -2.904  0.283
H: 0.891 -4.714 -3.892  0.338
O: -3.955 -0.370 1.892  -0.233
C: -4.637 -1.341 2.658  -0.121
C: -5.978 -1.810 2.046  -0.759
O: -6.506 -2.820 2.878  -0.511
H: -2.984 -0.459 2.015  0.468
H: -4.110 -2.357 2.834  0.041
H: -4.890 -0.955 3.667  0.341
H: -5.841 -2.052 1.028  0.305
H: -6.650 -0.955 2.069  0.516
H: -7.462 -2.801 2.876  0.323
O: -3.410 -0.457 -3.184  -0.587
C: -2.078 -0.996 -3.041  -0.484
C: -1.536 -0.358 -1.766  1.551
O: -2.141 -0.881 -0.614  0.005
H: -3.696 -0.767 -4.022  0.343
H: -2.213 -2.117 -2.986  -0.052
H: -1.495 -0.828 -3.955  0.486
H: -1.621 0.758 -1.809  -0.343
H: -0.511 -0.677 -1.730  -1.281
H: -3.056 -0.676 -0.613  0.092
O: 1.149 -0.716 0.490  0.187
C: 0.940 -1.557 1.682  -0.469
C: -0.056 -0.888 2.550  -0.581
O: -1.314 -0.902 1.888  -0.624
H: 1.600 -1.317 -0.153  0.094
H: 0.492 -2.495 1.365  0.219
H: 1.901 -1.639 2.230  0.393
H: 0.188 0.137 2.864  0.174
H: -0.195 -1.549 3.447  0.328
H: -1.260 -0.839 0.931  0.003

structure (SMILES) = CN(C)P(=O)(N(C)C)N(C)C.CN(C)P(=O)(N(C)C)N(C)C.CN(C)P(=O)(N(C)C)N(C)C.CN(C)P(=O)(N(C)C)N(C)C.OCCO.OCCO.OCCO.OCCO
E_HOMO = -8.243 eV
lowest unoccupied orbital energy = 0.398 eV
Kohn-Sham gap = 8.6 eV